Below is C25H48GeN5S4SbSi3V as an isolated structure in a non-equilibrium geometry, with properties calculated with ωB97M-V with the def2-TZVPD basis set.

E_LUMO (spin up / spin down)   0.148 / 0.142 hartree
Total charge   -2
Spin multiplicity   4
Energy   -6977.7897 a.u.
Frontier orbital gap (spin up / spin down)   5.33 / 5.72 eV
Relative energy (zero: lowest compared OMol25 entry of this formula, charge and spin)   17.8 kcal/mol

Last column: Löwdin spin population.
Element x y z (Å)
V  0.081  -0.298  -0.205  2.135
S  1.269  1.367  -3.466  0.154
Sb  1.771  1.630  -1.233  0.230
S  2.377  -0.599  -0.471  0.199
S  -1.424  1.449  -0.145  0.057
S  3.411  3.153  -0.793  0.193
C  -3.179  -1.895  -1.900  0.000
C  -2.905  -0.392  -1.750  -0.005
C  -4.250  0.316  -1.546  -0.004
C  -2.266  0.131  -3.029  0.002
C  -2.023  -0.180  -0.507  -0.043
H  -3.900  -2.075  -2.706  0.000
H  -3.589  -2.314  -0.974  0.000
H  -2.264  -2.444  -2.134  0.000
H  -4.925  0.149  -2.395  -0.001
H  -4.088  1.390  -1.435  -0.001
H  -4.741  -0.049  -0.637  0.000
H  -2.876  -0.150  -3.898  0.000
H  -1.256  -0.258  -3.175  0.000
H  -2.160  1.217  -3.010  0.001
H  -2.551  -0.611  0.352  0.007
C  0.855  -2.453  -2.827  0.005
C  0.313  -3.039  -1.569  0.010
N  -0.179  -2.387  -0.543  0.011
C  -0.634  -3.322  0.359  0.007
C  -0.383  -4.568  -0.105  -0.001
N  0.245  -4.382  -1.329  0.002
C  0.882  -5.387  -2.127  0.000
N  1.897  -6.042  -1.311  0.000
N  1.966  -7.374  -1.226  0.000
N  2.947  -7.713  -0.476  0.000
C  3.561  -6.545  -0.029  0.000
C  4.645  -6.355  0.838  0.000
C  4.991  -5.062  1.129  0.000
C  4.277  -3.958  0.581  0.001
C  3.223  -4.125  -0.272  0.008
C  2.890  -5.464  -0.572  0.001
H  0.840  -1.363  -2.797  0.001
H  0.260  -2.784  -3.684  0.001
H  1.900  -2.726  -2.991  0.002
H  -1.071  -3.018  1.293  0.001
H  -0.511  -5.543  0.331  0.000
H  1.352  -4.880  -2.966  0.000
H  0.219  -6.165  -2.496  0.000
H  5.167  -7.198  1.271  0.000
H  5.811  -4.867  1.807  0.000
H  4.557  -2.950  0.863  0.001
H  2.671  -3.269  -0.643  0.009
C  -2.874  -2.018  2.945  0.001
Si  -1.838  -0.538  3.511  -0.001
C  -1.766  -0.863  5.377  -0.001
C  -2.948  0.970  3.330  0.002
Ge  0.232  -0.257  2.309  0.010
Si  0.971  1.775  3.276  0.000
C  2.827  1.949  3.205  0.000
C  0.520  1.987  5.101  -0.002
C  0.221  3.268  2.437  0.002
Si  1.677  -1.801  3.484  -0.003
C  3.479  -1.722  2.946  0.002
C  1.787  -1.620  5.368  -0.002
C  1.188  -3.604  3.213  0.000
H  -3.850  -1.964  3.441  0.000
H  -2.402  -2.964  3.237  0.000
H  -3.045  -2.044  1.866  0.000
H  -2.792  -0.895  5.769  0.000
H  -1.215  -0.087  5.913  0.000
H  -1.294  -1.824  5.601  0.000
H  -3.996  0.684  3.482  0.000
H  -2.840  1.430  2.343  0.003
H  -2.684  1.721  4.083  0.000
H  3.309  1.217  3.861  0.000
H  3.100  2.955  3.549  0.000
H  3.220  1.819  2.192  0.000
H  0.821  1.136  5.716  0.000
H  -0.559  2.128  5.223  0.000
H  1.024  2.885  5.483  0.000
H  0.294  3.213  1.350  0.002
H  0.744  4.172  2.772  0.000
H  -0.840  3.353  2.692  0.000
H  3.965  -0.825  3.337  0.000
H  3.571  -1.690  1.857  0.003
H  4.012  -2.601  3.335  0.000
H  2.335  -0.710  5.629  0.000
H  2.338  -2.475  5.783  0.000
H  0.812  -1.571  5.854  0.000
H  1.295  -3.881  2.160  0.000
H  0.150  -3.798  3.506  0.000
H  1.841  -4.254  3.808  0.000